Molecular formula: C35H46N6O3P2Sn
Method: DFT, ωB97M-V/def2-TZVPD

Calculated values
Net charge: 0
ΔE to the lowest compared entry with this formula, charge and spin: 0.000 eV
LUMO level: 0.2227 eV
Spin multiplicity: 1

Last column: Löwdin charge in e.
Positions of all 93 atoms, in Å:
Sn 0.157 0.810 1.784  0.9976
C -1.837 2.081 -6.715  -0.1030
C -1.921 0.863 -6.168  -0.1218
C -1.118 -0.356 -6.513  -0.1894
C 0.247 -0.111 -7.189  -0.2068
C 1.189 0.763 -6.405  -0.1109
C 1.271 2.096 -6.430  -0.1091
C 0.472 3.051 -7.278  -0.1895
C -0.892 2.543 -7.790  -0.2078
C 1.844 0.973 3.211  -0.3304
H -2.570 2.848 -6.431  0.1029
H -2.721 0.665 -5.446  0.0885
H -1.703 -1.015 -7.180  0.1185
H -0.961 -0.930 -5.585  0.1005
H 0.731 -1.095 -7.294  0.1090
H 0.087 0.264 -8.206  0.0939
H 1.920 0.192 -5.817  0.0983
H 2.060 2.593 -5.855  0.1010
H 1.061 3.361 -8.160  0.1168
H 0.314 3.969 -6.688  0.1110
H -1.375 3.394 -8.298  0.1099
H -0.731 1.778 -8.558  0.0937
H 1.584 1.692 4.002  -0.0114
H 2.751 1.291 2.684  -0.0312
H 1.963 -0.032 3.633  -0.0260
P 1.961 -0.338 -0.056  0.9387
P -1.226 -0.579 -0.073  0.8912
N 2.980 0.974 -0.608  -0.2415
N 3.109 -1.577 0.304  -0.2439
N -1.967 0.674 -1.042  -0.2234
N -2.613 -1.538 0.302  -0.2452
C 1.134 -0.910 -1.566  -0.3515
C -0.264 -1.521 -1.298  -0.3528
C 2.775 2.302 -0.188  -0.1519
C 3.651 3.121 -0.875  -0.0867
C 4.428 2.290 -1.752  -0.0852
C 3.995 0.983 -1.571  -0.1255
C 3.956 -1.518 1.431  -0.1144
C 4.581 -2.745 1.578  -0.0784
C 4.116 -3.600 0.519  -0.0830
C 3.215 -2.867 -0.235  -0.1326
C -2.177 1.976 -0.555  -0.1489
C -2.567 2.783 -1.608  -0.0778
C -2.618 1.970 -2.783  -0.0800
C -2.245 0.687 -2.410  -0.1516
C -3.733 -1.865 -0.478  -0.1173
C -4.506 -2.778 0.224  -0.0859
C -3.851 -3.024 1.480  -0.0843
C -2.697 -2.266 1.500  -0.1302
H 1.787 -1.636 -2.067  0.0704
H 1.055 -0.037 -2.233  0.0987
H -0.835 -1.606 -2.233  0.0703
H -0.168 -2.539 -0.883  0.0973
H 2.027 2.529 0.559  0.0444
H 3.730 4.196 -0.766  0.0958
H 5.202 2.628 -2.424  0.0920
H 4.307 0.058 -2.031  0.1058
H 4.023 -0.611 2.012  0.0962
H 5.291 -3.017 2.348  0.0966
H 4.414 -4.623 0.339  0.0942
H 2.640 -3.140 -1.107  0.0909
H -2.021 2.195 0.491  0.0401
H -2.804 3.839 -1.548  0.0978
H -2.898 2.284 -3.779  0.0785
H -2.146 -0.214 -2.996  0.0874
H -3.879 -1.408 -1.440  0.0940
H -5.432 -3.227 -0.111  0.0929
H -4.197 -3.679 2.266  0.0932
H -1.921 -2.134 2.244  0.0836
C -0.379 0.919 7.774  -0.0738
C -0.090 0.461 6.355  -0.1734
C -0.933 -0.758 5.869  -0.2810
C -0.754 -2.004 6.761  -0.1836
C 0.690 -2.415 7.000  -0.0904
C -2.428 -0.416 5.843  -0.3648
O -3.252 -0.782 6.672  0.0959
N -2.820 0.429 4.801  0.2057
C -2.080 0.669 3.640  -0.5696
O -2.397 1.526 2.803  -0.0303
N -0.998 -0.149 3.459  -0.0244
C -0.521 -1.036 4.404  -0.4292
O 0.271 -1.915 4.057  0.0509
H -1.427 1.207 7.906  0.0829
H 0.232 1.802 7.991  0.0807
H -0.139 0.144 8.509  0.0773
H -0.254 1.293 5.652  0.1138
H 0.972 0.190 6.256  0.1199
H -1.257 -1.821 7.724  0.1162
H -1.289 -2.835 6.274  0.1311
H 1.253 -1.629 7.519  0.0704
H 0.705 -3.320 7.618  0.0781
H 1.167 -2.642 6.041  0.0696
H -3.711 0.906 4.885  0.1657



Molecular formula: C6H16N2
Method: DFT, ωB97M-V/def2-TZVPD

Calculated values
Net charge: 0
ΔE to the lowest compared entry with this formula, charge and spin: 7.210 eV
LUMO level: 0.4293 eV
Spin multiplicity: 1

Last column: natural (NBO) charge in e.
Positions of all 24 atoms, in Å:
N -0.630 -1.900 -2.957  -0.8287
C -0.555 -0.807 -2.127  0.2369
C 0.417 0.296 -2.190  -0.6947
C -1.491 -0.955 -1.121  -0.5957
N 1.134 1.867 0.443  -0.6781
C -0.130 1.822 1.024  0.1348
C -0.342 0.986 2.236  -0.5165
C 0.971 0.796 2.965  -0.6077
H -0.016 -2.120 -3.682  0.3834
H -1.569 -2.340 -2.981  0.4013
H 0.798 -2.177 0.659  0.0113
H 0.490 0.876 -3.162  0.2291
H 0.406 1.155 -1.465  0.2736
H 1.298 -0.429 -2.048  0.2271
H -1.434 -0.294 -0.241  0.1697
H -1.674 -1.991 -0.911  0.1892
H 1.008 -1.633 0.163  -0.0129
H -1.075 2.152 0.603  0.1745
H 0.656 0.806 0.460  0.3867
H -0.786 -0.006 2.046  0.2378
H -1.049 1.449 2.992  0.2284
H 0.740 0.651 4.053  0.2100
H 1.459 1.785 2.859  0.2239
H 1.376 0.012 2.381  0.2166



Molecular formula: H22O11
Method: DFT, ωB97M-V/def2-TZVPD

Calculated values
Net charge: 0
ΔE to the lowest compared entry with this formula, charge and spin: 5.773 eV
LUMO level: -0.1982 eV
Spin multiplicity: 1

Last column: natural (NBO) charge in e.
Positions of all 33 atoms, in Å:
H -1.103 0.767 -0.554  0.4444
H -0.599 -0.538 0.041  0.4708
H -1.002 -0.619 3.196  0.4760
H -0.720 -1.932 2.485  0.4543
H 2.032 -1.726 -3.863  0.4638
H 1.557 -2.265 -2.524  0.4520
H -1.795 0.782 -2.734  0.4551
H -1.360 0.085 -4.013  0.4706
H -0.256 2.265 -1.232  0.4590
H 1.263 2.243 -1.217  0.4431
H 1.176 0.953 2.798  0.4731
H 0.811 0.744 1.337  0.4519
H 2.664 0.666 0.801  0.4679
H 2.475 2.140 1.119  0.4561
H -4.050 -1.121 4.345  0.4486
H -2.713 -1.323 3.651  0.4701
H 2.550 1.191 -2.215  0.4630
H 3.539 0.482 -3.127  0.4677
H 3.674 -1.147 -0.771  0.4608
H 3.185 -1.099 -2.209  0.4810
H -5.329 -0.565 1.764  0.4674
H -5.733 -0.664 3.226  0.4492
O -1.330 0.089 0.093  -0.9160
O -1.072 -1.047 2.336  -0.9198
O 1.250 -1.787 -3.303  -0.9078
O -1.032 0.657 -3.310  -0.9257
O 0.506 2.042 -1.778  -0.8999
O 0.782 0.310 2.197  -0.9315
O 2.908 1.342 1.443  -0.9203
O -3.321 -0.635 3.943  -0.9283
O 2.611 0.480 -2.864  -0.9220
O 3.858 -0.736 -1.623  -0.9591
O -5.425 -0.035 2.563  -0.9159



Molecular formula: C8H13ClN2O2S
Method: DFT, ωB97M-V/def2-TZVPD

Calculated values
Net charge: 0
LUMO level (spin up / spin down): 0.5837 / -3.2413 eV
Spin multiplicity: 3

Last column: natural (NBO) charge in e.
Positions of all 27 atoms, in Å:
C -2.496 0.646 -0.823  -0.5133
C -2.919 0.447 0.344  0.5652
C -1.660 -1.592 -1.732  -0.0450
C 1.098 2.858 1.226  -0.6036
C 1.639 1.433 1.148  -0.3771
C 0.876 0.424 0.275  -0.4294
C 1.444 -0.901 0.598  -0.3867
C 0.909 -2.201 -0.189  -0.2463
N -1.553 -2.205 -0.628  -0.2033
N -0.454 -2.531 0.108  -0.3792
O -3.391 0.248 1.431  -0.4386
O -2.521 1.327 -3.263  -0.7797
S -1.848 1.607 -1.957  0.9885
Cl -0.436 -0.745 -2.594  -0.0223
H -2.543 -1.756 -2.414  0.2458
H 0.120 2.953 1.658  0.2051
H 1.790 3.394 1.851  0.2101
H 1.061 3.250 0.282  0.2008
H 1.562 0.954 2.150  0.1902
H 2.621 1.355 0.691  0.1992
H 1.046 0.711 -0.829  0.1999
H -0.193 0.415 0.430  0.2047
H 1.223 -1.162 1.693  0.1917
H 2.640 -0.887 0.557  0.2071
H 1.507 -3.057 0.095  0.2042
H 1.121 -2.164 -1.175  0.2157
H -0.642 -2.822 1.065  0.3963



Molecular formula: C5H6FNO
Method: DFT, ωB97M-V/def2-TZVPD

Calculated values
Net charge: 0
ΔE to the lowest compared entry with this formula, charge and spin: 0.549 eV
LUMO level (spin up / spin down): 0.8271 / -2.9692 eV
Spin multiplicity: 3

Last column: natural (NBO) charge in e.
Positions of all 14 atoms, in Å:
C 1.444 1.237 -1.411  0.1587
C -1.124 -0.049 0.724  -0.5189
C -0.850 -1.157 -0.323  -0.0758
C 1.045 0.057 -0.722  0.0372
C 0.200 0.577 1.016  0.2507
N 1.703 2.206 -1.965  -0.2927
O -0.030 -0.579 -1.303  -0.4617
F 0.921 -0.059 1.968  -0.3350
H -1.792 0.694 0.292  0.2337
H -1.560 -0.486 1.620  0.2250
H -0.339 -1.999 0.165  0.1731
H -1.754 -1.505 -0.825  0.2074
H 1.855 -0.589 -0.376  0.2254
H 0.281 1.651 1.139  0.1731



Molecular formula: C2H5ISi
Method: DFT, ωB97M-V/def2-TZVPD

Calculated values
Net charge: 0
ΔE to the lowest compared entry with this formula, charge and spin: 1.789 eV
LUMO level (spin up / spin down): 0.1316 / -1.6272 eV
Spin multiplicity: 3

Last column: natural (NBO) charge in e.
Positions of all 9 atoms, in Å:
C 1.779 0.066 0.025  -0.5207
C 0.898 0.566 -0.806  -0.0993
Si -1.816 -0.315 0.132  0.4983
I -1.330 -1.640 2.147  -0.2039
H 2.788 0.148 -0.117  0.2062
H 1.641 -0.231 1.124  0.2268
H 0.860 1.291 -1.637  0.1957
H -2.357 -0.877 -1.262  -0.1354
H -2.465 0.991 0.394  -0.1677



> spin multiplicity of number 4 (C8H13ClN2O2S)?

3